The following is a quantum chemistry calculation of one molecule with the formula C5H10BNO2, from the OMol25 dataset.

Each line ends with the natural charge from an NBO analysis.
Geometry (Å):
B1 3.008 -0.696 0.457  0.119
C1 1.684 -0.073 -0.016  0.479
C2 -0.386 1.258 -0.634  -0.262
C3 -0.466 -1.145 -0.733  -0.220
C4 -1.486 1.300 0.453  -0.094
C5 -1.542 -1.036 0.398  -0.065
N1 0.436 -0.031 -0.519  -0.403
O1 2.505 0.859 0.153  -0.552
O2 -2.326 0.199 0.173  -0.525
H1 3.026 -0.811 1.663  -0.043
H2 3.674 -0.993 -0.472  -0.043
H3 -0.889 1.210 -1.672  0.209
H4 0.071 2.244 -0.603  0.235
H5 -0.023 -2.027 -0.486  0.216
H6 -0.814 -1.029 -1.675  0.205
H7 -1.183 1.359 1.448  0.179
H8 -1.968 2.285 0.441  0.196
H9 -2.228 -1.779 0.280  0.191
H10 -1.092 -1.093 1.343  0.179

Properties
Total charge: 0
HOMO energy (eV): -9.7
Gap between HOMO and LUMO (eV): 10.5
ΔE to the lowest compared entry with this formula, charge and spin (eV): 3.757
Electronic energy (Eh): -426.51773

The following is a quantum chemistry calculation of one molecule with the formula C5H10Br2O3, from the OMol25 dataset.

Each line ends with the natural charge from an NBO analysis.
Geometry (Å):
C1 -2.016 -0.114 1.028  -0.684
C2 0.691 -1.346 -0.054  -0.656
C3 1.615 0.875 -0.710  0.118
C4 -1.121 0.407 -0.078  0.281
C5 0.520 0.165 0.252  0.207
O1 1.630 0.434 -1.966  -0.673
O2 -1.457 -0.146 -1.282  -0.738
O3 0.758 0.328 1.596  -0.696
Br1 -1.447 2.357 -0.108  -0.082
Br2 3.424 0.807 0.253  -0.110
H1 -3.021 0.087 0.783  0.226
H2 -1.786 0.300 2.039  0.246
H3 -1.655 -1.212 1.218  0.225
H4 0.466 -1.348 -1.188  0.224
H5 0.044 -2.031 0.514  0.223
H6 1.674 -1.554 0.188  0.223
H7 1.417 1.900 -0.808  0.202
H8 1.930 -0.523 -2.045  0.488
H9 -2.329 -0.589 -1.435  0.502
H10 0.661 1.204 1.804  0.474

Properties
Total charge: 0
HOMO energy (eV): -10.0
SMILES string: C[C@@](O)(Br)[C@](C)(O)[C@H](O)Br
Gap between HOMO and LUMO (eV): 10.4
ΔE to the lowest compared entry with this formula, charge and spin (eV): 0.980
Electronic energy (Eh): -5570.21493

The following is a quantum chemistry calculation of C5H10BrCl2O3Pt as an isolated structure, from the OMol25 dataset.

Each line ends with the natural charge from an NBO analysis.
Geometry (Å):
Pt1 -0.610 4.770 1.057  0.980
Br1 -3.730 2.159 1.901  0.020
C1 -6.792 -1.923 4.707  -0.396
Cl1 -8.240 -2.785 4.376  0.022
Cl2 -6.411 -1.951 6.498  -0.058
H1 -5.948 -2.379 4.190  0.218
H2 -6.891 -0.893 4.364  0.215
C2 3.575 1.355 -3.702  -0.640
C3 4.156 0.805 -2.421  -0.072
O1 3.306 -0.193 -2.016  -0.469
C4 2.333 0.009 -1.180  1.001
O2 1.900 1.118 -0.799  -0.705
O3 1.772 -1.193 -0.916  -0.488
C5 0.702 -1.313 -0.065  -0.252
H3 3.252 0.645 -4.464  0.227
H4 4.292 2.008 -4.198  0.219
H5 2.658 1.924 -3.549  0.209
H6 4.340 1.548 -1.645  0.197
H7 5.077 0.274 -2.664  0.200
H8 0.680 -0.555 0.718  0.182
H9 0.765 -2.248 0.492  0.206
H10 -0.184 -1.183 -0.686  0.184

Properties
Total charge: +1
HOMO energy (alpha / beta) (eV): -12.5 / -12.5
Gap between HOMO and LUMO (alpha / beta) (eV): 4.0 / 3.9
ΔE to the lowest compared entry with this formula, charge and spin (eV): 3.401
2S+1: 3
Electronic energy (Eh): -4035.43688

The following is a quantum chemistry calculation of C5H10Cl2O8S2 as an isolated structure, from the OMol25 dataset.

Each line ends with the natural charge from an NBO analysis.
Geometry (Å):
C1 -0.231 -1.942 -0.789  -0.098
C2 0.491 -2.161 -2.023  -0.105
O1 -0.032 -1.237 -2.993  -0.675
S1 -1.583 -0.768 -2.596  2.403
O2 -2.564 -1.417 -3.528  -0.812
O3 -1.791 0.672 -2.236  -0.853
O4 -1.561 -1.649 -1.205  -0.669
H1 0.059 -0.979 -0.371  0.152
H2 -0.062 -2.700 -0.024  0.235
H3 0.210 -3.184 -2.273  0.208
H4 1.576 -2.062 -2.010  0.214
C3 -0.054 1.867 2.063  -0.107
C4 0.476 0.631 2.820  -0.126
O5 -0.581 -0.324 2.918  -0.579
S2 -2.055 0.385 2.787  2.445
O6 -2.521 0.836 4.075  -0.761
O7 -2.897 -0.501 2.008  -0.786
O8 -1.415 1.568 1.780  -0.533
H5 0.429 1.989 1.094  0.261
H6 0.025 2.815 2.596  0.271
H7 0.651 0.953 3.847  0.262
H8 1.465 0.314 2.487  0.260
C5 2.470 1.415 -1.873  -0.447
Cl1 1.130 2.215 -1.321  0.259
Cl2 2.866 0.412 -0.458  0.058
H9 2.260 0.703 -2.671  0.262
H10 3.241 2.150 -2.104  0.261

Properties
Total charge: +1
HOMO energy (alpha / beta) (eV): -13.9 / -13.9
Gap between HOMO and LUMO (alpha / beta) (eV): 10.7 / 3.0
2S+1: 2
Electronic energy (Eh): -2514.66753